Model 1:
ORCA calculation (ωB97M-V with the def2-TZVPD basis set) on a single C13H20N2 molecule.

ORCA input file:
```
! RIJCOSX wB97M-V def2-TZVPD def2/J DEFGRID3
* xyz 0 1
C -2.9498 -0.9550 0.2949
C -1.8490 -0.2761 -0.5310
C -0.5363 0.9412 1.1229
C -0.5957 2.3975 0.6637
C 0.4076 2.7686 -0.3569
C 1.8158 2.3316 -0.0333
C 2.1002 0.9729 -0.7952
C 1.8104 -0.4262 -0.2235
C 2.9358 -1.2725 -0.0935
C 2.7183 -2.6256 0.1985
C 1.4218 -3.1741 0.2514
C 0.3507 -2.2454 0.2425
C 0.5124 -0.8696 -0.0102
H -4.8044 -1.5648 -0.2234
H -3.7342 -2.1462 -1.2020
H -3.4229 -0.3469 1.0628
H -2.5229 -1.8590 0.8100
H -2.3661 0.7479 -0.7639
H -1.7018 -0.8674 -1.4969
H -1.3588 0.8282 1.8754
H 0.4026 0.7820 1.7684
H -0.4124 3.0487 1.5297
H -1.6072 2.6635 0.2853
H 0.1858 2.2891 -1.3366
H 0.3094 3.8780 -0.5938
H 2.1216 2.2786 1.0267
H 2.4869 3.0341 -0.5074
H 1.4846 1.0586 -1.7457
H 3.1319 0.9133 -1.2352
H 3.9576 -0.8695 -0.1797
H 3.6195 -3.2693 0.3028
H 1.3331 -4.3110 0.3347
H -0.6908 -2.5915 0.2026
N -3.9675 -1.2684 -0.6799
N -0.5862 0.0046 0.0360
*
```

Model 2:
ORCA calculation (ωB97M-V with the def2-TZVPD basis set) on a single C13H20N2 molecule.

ORCA input file:
```
! RIJCOSX wB97M-V def2-TZVPD def2/J DEFGRID3
* xyz 0 1
C -2.7960 -0.9880 0.2119
C -1.8668 -1.8663 -0.2250
C 1.2928 1.4481 -0.4399
C -2.7012 0.3921 0.6234
C -0.3802 -1.7768 -0.3824
C 0.2929 -0.6844 0.3509
C 1.5649 -0.0112 0.0145
C -0.9741 1.1491 -0.7557
C -3.7211 0.8786 1.6173
C 2.3268 -0.6741 -1.1383
C -1.4573 0.7606 -2.1295
C 3.8357 0.6497 1.1492
C 2.4346 0.0625 1.2956
N 0.1782 1.8993 -0.7677
N -1.7981 1.2563 0.2843
H -3.7887 -1.4037 0.3660
H -2.2337 -2.8693 -0.4187
H 2.1467 2.1089 -0.4939
H 0.0042 -2.7493 -0.0289
H -0.1425 -1.7575 -1.4514
H -0.1154 -0.4535 1.3232
H -3.2296 1.5115 2.3525
H -4.2103 0.0500 2.1221
H -4.4807 1.4799 1.1162
H 2.6366 -1.6769 -0.8519
H 3.2096 -0.0967 -1.4006
H 1.7007 -0.7390 -2.0253
H -0.7893 0.0436 -2.6012
H -1.4802 1.6538 -2.7547
H -2.4553 0.3373 -2.0687
H 3.8133 1.6798 0.8026
H 4.4445 0.0653 0.4645
H 4.3266 0.6376 2.1200
H 1.8811 0.6392 2.0408
H 2.5313 -0.9567 1.6788
*
```

Calculated relative energies: model 1 0.000; model 2 2.072, given in eV

Model 1:
ORCA calculation (ωB97M-V with the def2-TZVPD basis set) on 2 unconnected molecules or ions with the total composition C3H7FN3.

ORCA input file:
```
! RIJCOSX wB97M-V def2-TZVPD def2/J DEFGRID3
* xyz 1 1
C 1.5687 -0.2176 0.6421
C -2.6067 -0.0339 -0.1448
C 2.9122 -0.0246 0.2372
N -1.8705 0.6084 0.9258
N -1.7474 0.9709 -0.4353
N 0.4978 -0.1492 1.0397
F -2.3110 -1.3210 -0.4539
H -3.7175 -0.0049 -0.1884
H 2.9234 0.1748 -0.8230
H 3.0749 0.9219 0.7828
H 3.6667 -0.7644 0.5358
H -2.2278 1.2933 1.6051
H -0.8918 0.5871 -0.9935
H -0.9006 0.0904 1.2232
*
```

Model 2:
ORCA calculation (ωB97M-V with the def2-TZVPD basis set) on 2 unconnected molecules or ions with the total composition C3H7FN3.

ORCA input file:
```
! RIJCOSX wB97M-V def2-TZVPD def2/J DEFGRID3
* xyz 1 1
C -1.9095 -0.3003 0.6408
C 2.7015 1.6270 -0.6896
C 1.9581 0.6354 -1.2357
N -0.7292 -0.8864 0.5410
N 0.2943 -1.2607 0.9584
N -2.9869 -0.9194 1.0043
F 0.6051 0.6775 -1.2420
H -1.9409 0.6713 0.0776
H 2.2472 2.4382 -0.0231
H 0.8125 -1.7200 0.2862
H 3.7369 1.5158 -0.5428
H 2.2907 -0.0867 -1.9454
H -3.9638 -0.4354 0.8697
H -3.1161 -1.9564 1.3006
*
```

Calculated relative energies: model 1 0.000; model 2 1.271, given in eV

Model 1:
ORCA calculation (ωB97M-V with the def2-TZVPD basis set) on 2 unconnected molecules or ions with the total composition C5H15NSi.

ORCA input file:
```
! RIJCOSX wB97M-V def2-TZVPD def2/J DEFGRID3
* xyz 0 1
C 1.8044 -1.1075 -1.2711
C 1.7386 -0.5493 1.3244
C -2.3015 -1.3093 -0.7079
C -1.0746 2.7500 0.2716
C 1.8957 -0.0537 -0.1553
N -1.8920 0.0281 -0.7127
Si -1.7052 0.9419 0.6048
H 0.8029 -1.3396 -1.6262
H 2.4275 -0.8372 -2.1424
H 1.9331 -2.0998 -0.7655
H 2.4625 -1.2583 1.6742
H 0.7719 -1.0821 1.3079
H 1.5590 0.1836 2.0775
H -2.5669 -1.9365 0.2284
H -3.4042 -1.4437 -1.1899
H -1.5896 -1.8581 -1.3758
H -1.9478 3.3909 0.1201
H -0.4275 2.9642 1.0991
H -0.4083 2.6617 -0.5158
H 2.9491 0.3228 0.0846
H 1.1477 0.7080 -0.4294
H -2.1747 0.9239 2.0993
*
```

Model 2:
ORCA calculation (ωB97M-V with the def2-TZVPD basis set) on 2 unconnected molecules or ions with the total composition C5H15NSi.

ORCA input file:
```
! RIJCOSX wB97M-V def2-TZVPD def2/J DEFGRID3
* xyz 0 1
C 0.1039 -2.4401 1.0393
C -1.3665 -1.6290 2.7828
C 0.0323 2.8146 -0.9812
C 1.1233 1.8975 -3.8544
C -0.1007 -1.2632 2.0308
N -0.2046 -0.0192 1.2149
Si 0.2636 1.5691 -2.1898
H -0.9473 -2.6312 0.6917
H 0.6913 -2.2112 0.0925
H 0.4023 -3.3487 1.4969
H -1.4272 -2.7269 2.7620
H -2.1316 -1.1300 2.4090
H -1.3306 -1.3496 3.9026
H 0.5100 0.0181 0.4582
H -0.7313 2.9050 -0.2498
H 0.1861 3.8424 -1.4395
H 1.0129 2.9806 -4.2544
H 2.1829 1.8477 -3.7005
H 0.8941 1.1430 -4.6475
H 0.7387 -1.2485 2.7113
H 0.0005 0.8627 1.7448
H 0.0977 0.1168 -2.0197
*
```

Calculated relative energies: model 1 0.057; model 2 0.000, given in eV

Model 1:
ORCA calculation (ωB97M-V with the def2-TZVPD basis set) on a single C6H13NO molecule.

ORCA input file:
```
! RIJCOSX wB97M-V def2-TZVPD def2/J DEFGRID3
* xyz 0 1
C -0.4551 -0.7345 -0.3105
C 0.7674 -0.1266 -0.8138
C 1.8574 -1.3834 -1.2592
C 2.1013 -0.3769 -0.1769
C -1.7063 1.5801 0.1061
C -0.6699 0.4943 1.9961
N -0.6478 0.6982 0.5603
O -1.4813 -0.9471 -1.2043
H -1.1070 -1.0405 -2.0932
H -0.3368 -1.5737 0.3718
H 0.6673 0.6116 -1.5998
H 2.0868 -0.7410 0.8467
H 1.6891 -2.4122 -0.9674
H 2.3500 -1.2465 -2.2132
H 2.8571 0.3849 -0.3471
H -1.6401 2.5647 0.5899
H -1.6271 1.7607 -0.9713
H -2.7047 1.1687 0.3080
H -0.5704 1.4441 2.5392
H 0.1682 -0.1370 2.3081
H -1.5982 0.0121 2.3304
*
```

Model 2:
ORCA calculation (ωB97M-V with the def2-TZVPD basis set) on 2 unconnected molecules or ions with the total composition C6H13NO.

ORCA input file:
```
! RIJCOSX wB97M-V def2-TZVPD def2/J DEFGRID3
* xyz 0 1
C 2.0522 -0.5538 -0.6393
C 1.9446 0.5157 -1.6767
C 1.5307 -0.0988 0.8660
H 3.0850 -0.8404 -0.4498
H 1.4678 -1.4331 -0.9068
H 0.8811 0.8935 -1.6722
H 2.1121 0.1320 -2.6822
H 2.6082 1.3533 -1.4764
H 0.5484 0.3155 1.0842
H 2.2169 0.6608 1.2387
H 1.6532 -0.9753 1.4960
C -2.5406 1.0089 1.1136
C -2.0640 -0.3296 0.6579
C -1.3125 -0.3625 -0.6413
N -2.2319 -1.3527 1.3806
O -1.0520 0.6199 -1.3092
H -1.8122 -2.2059 1.0101
H -1.1141 -1.3806 -1.0255
H -3.4131 1.2896 0.5208
H -2.7988 0.9811 2.1732
H -1.7611 1.7624 0.9384
*
```

Model 3:
ORCA calculation (ωB97M-V with the def2-TZVPD basis set) on 2 unconnected molecules or ions with the total composition C6H13NO.

ORCA input file:
```
! RIJCOSX wB97M-V def2-TZVPD def2/J DEFGRID3
* xyz 0 1
C -1.2073 1.2499 0.3718
N -1.5991 0.3119 -0.6923
C -1.7790 -0.9477 -0.4179
C -1.0111 -2.0245 -1.0217
O -0.8994 -3.0902 -0.4829
C 0.0782 0.8279 1.1021
C 2.1296 -0.5561 0.4826
C 1.2578 0.6589 0.1702
H -2.0077 1.3295 1.1094
H -1.0671 2.2249 -0.0945
H -1.0646 0.5447 -1.5561
H -2.4273 -1.2221 0.4095
H 0.1860 1.5040 -1.9860
H -0.4921 -1.7954 -1.9715
H 0.2420 1.6092 1.8543
H -0.0881 -0.0799 1.6844
H 2.8910 -0.7097 -0.2872
H 1.5170 -1.4446 0.5654
H 2.6535 -0.4751 1.4403
H 0.8442 0.5072 -0.8352
H 1.8434 1.5770 0.1551
*
```

Calculated relative energies: model 1 1.796; model 2 0.000; model 3 4.353, given in eV